No. 1
The following is a quantum chemistry calculation of an isolated ion of composition CH5N4 and charge +1 at a distorted geometry, from the OMol25 dataset.

Summary:
- Max |F|: 3.6 eV/A
- Electronic energy: -259.648171 Ha
- Total charge: +1
- HOMO level (spin up / spin down): -0.504 / -0.507 Eh
- ΔE to the lowest compared entry with this formula, charge and spin: 429.4 kJ/mol
- LUMO energy (spin up / spin down): -5.210 / -4.858 eV
- HOMO-LUMO gap (spin up / spin down): 8.5 / 8.9 eV

Geometry (Å):
H -2.3476 -1.0072 -0.0697
N 1.7708 0.4147 0.1685
H -0.4846 1.4894 0.6337
N 1.0179 -0.6043 -0.0152
N -1.4634 -0.5571 0.3499
N -1.0262 0.7915 0.0402
H 2.7249 0.1745 0.1316
H 1.5666 -1.5641 -0.1722
C -0.2577 -0.4500 -0.3840
H -1.5006 1.3127 -0.6829

***

No. 2
The following is a quantum chemistry calculation of C38H48N10O4SZn as an isolated structure at a distorted geometry, from the OMol25 dataset.

Summary:
- Max |F|: 1.7 eV/A
- Electronic energy: -4502.780868 Ha
- HOMO level: -0.280 Eh
- ΔE to the lowest compared entry with this formula, charge and spin: 0.0 kJ/mol
- LUMO energy: -3.980 eV
- HOMO-LUMO gap: 3.6 eV

Geometry (Å):
N 18.6248 14.9924 25.3530
H 13.6709 11.1711 25.5883
H 18.0792 6.4580 28.3626
O 20.4847 9.2723 25.7828
C 20.1640 8.0994 31.3274
H 23.8169 3.9948 25.2737
H 18.6203 9.6811 30.8970
H 21.4441 15.9498 22.6357
C 15.6503 10.5169 23.0484
H 15.1852 9.1474 26.8735
N 16.8998 8.0890 27.6329
H 23.0733 9.0456 26.4502
H 18.1590 16.9408 24.7083
H 17.6604 8.6933 27.3715
C 16.2689 12.4527 30.6093
N 21.5622 13.6762 24.9729
H 21.7768 13.7930 31.8526
H 15.6715 5.3023 28.7875
C 21.1346 7.5656 30.4316
H 16.4543 13.0041 31.5164
H 13.8506 6.9729 27.8803
C 21.6336 15.3208 23.4892
O 19.3078 10.9748 24.7631
C 23.9731 11.6321 24.0660
H 21.7800 11.8047 30.0146
H 16.0620 13.9563 27.0726
N 21.7534 10.5066 23.3297
C 19.9238 14.3506 29.1817
C 17.2101 11.8893 29.7910
N 20.4779 13.1216 28.9383
H 20.3569 12.5533 28.1158
H 23.7834 6.7255 25.5523
C 21.2362 12.7368 30.0111
H 19.6055 9.7045 28.6382
H 18.4185 13.0549 26.3242
N 19.9077 9.0641 29.3542
C 15.8655 6.2955 28.4198
H 23.7365 12.5559 24.5957
C 15.5582 8.3258 27.4596
H 20.1248 15.7022 30.8856
C 19.3920 8.9797 30.6238
C 14.9951 12.0433 30.1317
H 25.5926 8.4052 27.3971
C 17.9846 14.0041 26.0473
N 23.4317 10.8418 27.5328
C 22.3157 15.7218 24.6658
C 21.2151 13.7509 30.9349
H 22.5752 11.3226 27.3080
C 17.7919 16.0746 25.2320
C 20.9405 5.2676 26.1953
C 23.0120 4.6283 25.6101
H 16.0260 10.3627 22.0497
H 19.5670 14.9308 24.9992
C 20.9649 8.2088 29.2357
C 17.0947 6.8433 28.1486
C 22.2435 14.7023 25.5807
H 14.5322 10.8224 28.3044
C 24.4688 11.3389 28.2694
C 14.4762 10.9738 24.8992
O 18.7562 10.3612 27.0873
H 19.3290 14.8643 28.4447
H 21.8457 6.7928 30.6705
C 16.7640 14.4864 26.4485
O 20.8102 11.5859 26.5686
N 16.5489 11.1811 28.8279
H 24.5803 10.9087 24.6060
C 22.7245 11.0195 23.6586
H 21.1920 12.8655 25.4600
H 16.2490 11.7101 26.0150
H 17.0162 10.6481 28.1174
H 21.4688 7.3106 26.2934
H 18.2818 11.9933 29.7523
C 23.8007 9.6452 26.9739
C 15.7830 11.3013 25.1353
C 14.3937 10.4746 23.5708
C 21.6812 4.1731 25.8320
C 21.1462 14.0557 23.7265
H 14.0423 12.3930 30.4940
H 21.3241 3.1667 25.6958
H 24.3803 12.3044 28.7392
H 22.6112 14.5724 26.5848
H 15.7051 16.3498 25.7929
C 25.0493 9.3354 27.4405
H 26.3844 10.4128 28.8433
H 13.4893 10.1640 23.0756
C 16.6032 15.7555 25.8344
H 24.4868 11.9544 23.1554
H 17.4987 11.0879 23.9084
N 21.7537 6.3628 26.1049
C 14.9008 7.2150 27.9141
N 16.5042 10.9981 24.0166
H 19.9266 5.3970 26.5359
H 20.5530 13.3577 23.1586
C 23.0060 5.9921 25.6853
C 25.4645 10.4038 28.2845
H 22.8698 16.6381 24.7906
S 19.8218 10.6079 26.1456
Zn 20.0702 9.4241 23.8483
C 15.1936 11.2416 29.0407
H 21.5661 8.0969 28.3485
C 20.3780 14.7724 30.4036
H 20.0569 7.7656 32.3463

***

No. 3
The following is a quantum chemistry calculation of C24H19ClCoIN6O3S3Se as an isolated structure at a distorted geometry, from the OMol25 dataset.

Summary:
- Max |F|: 1.4 eV/A
- Electronic energy: -7216.918690 Ha
- HOMO level (spin up / spin down): -0.281 / -0.282 Eh
- ΔE to the lowest compared entry with this formula, charge and spin: 182.2 kJ/mol
- LUMO energy (spin up / spin down): -1.326 / -1.425 eV
- HOMO-LUMO gap (spin up / spin down): 6.3 / 6.2 eV

Geometry (Å):
H 0.2567 -5.2247 -2.3585
Se 0.2026 2.7438 -1.0088
C 0.6002 -0.1739 4.3299
C -2.0305 0.1579 -3.6652
N -0.0760 -5.1635 -0.2953
H 5.0247 1.4386 -2.3599
H 4.3399 -0.0309 -4.2134
N 2.3917 -0.0582 1.1515
C -3.4218 0.1088 -3.9188
O 4.0867 -0.1421 3.2620
Cl -6.0292 0.0311 -3.2713
N -0.0417 5.0165 0.9093
H 2.1373 -0.2579 7.3350
H 0.8024 -5.4108 2.8392
C -2.7653 0.1119 0.9492
H 6.1045 0.0278 -2.2586
C 0.0434 -3.8588 0.0535
O -0.2930 0.2407 -2.0243
C -2.5163 0.1425 -1.3294
C 2.9840 -0.1586 4.0491
C 2.0055 -0.2317 6.2598
H 4.1124 -0.2166 5.8672
C 5.0679 0.3608 -2.2026
C -4.7336 0.0857 -0.4200
H -0.3782 -0.1574 3.8700
S 2.4556 0.0382 -2.7560
H 0.5898 -3.0360 1.8765
H 0.1763 -7.0557 0.7310
C 0.2164 -5.9818 0.7955
C 1.7025 -0.1354 3.4753
C 4.1748 -0.3585 -3.1865
C -4.1654 0.0810 0.8164
C 0.5222 -5.1795 1.8262
C 0.0493 4.1209 0.1785
N 1.8612 -0.0042 -0.1506
C 2.7692 0.0175 -1.0464
H -0.4630 -6.6882 -1.6438
H -3.7808 0.0850 -4.9394
C 1.4309 -0.0570 2.0168
S -0.2114 -2.5325 -0.9433
C -1.5484 0.1789 -2.3815
H -4.7828 0.0488 1.7043
H -2.2757 0.1170 1.9166
H -0.1436 -0.2488 6.3393
S 4.4469 0.0059 -0.5365
C -0.4538 -5.6018 -1.6272
I -0.6981 0.1836 -5.2584
N -1.9776 0.1427 -0.0827
N 0.4110 -3.8775 1.3554
C -4.3265 0.0903 -2.9044
H 4.3015 -1.4393 -3.1227
H 4.8656 -0.0948 3.8250
Co -0.0491 0.0909 -0.1732
O 0.1748 0.0024 1.6604
C -3.9022 0.1092 -1.5572
C 0.7338 -0.2230 5.7064
C 3.1148 -0.2036 5.4375
H -5.8091 0.0810 -0.5358
H -1.4388 -5.2176 -1.8815

***

No. 4
The following is a quantum chemistry calculation of a 2-piece molecular cluster, C3H8FN overall at a distorted geometry, from the OMol25 dataset.

Summary:
- Max |F|: 2.3 eV/A
- Electronic energy: -273.684091 Ha
- HOMO level: -0.336 Eh
- ΔE to the lowest compared entry with this formula, charge and spin: 83.1 kJ/mol
- SMILES: C=C(C)F.N
- LUMO energy: 0.960 eV
- HOMO-LUMO gap: 10.1 eV

Geometry (Å):
C -0.9522 -0.9010 -0.2021
H -1.6523 -0.4599 1.7066
H 2.8879 1.1710 -0.3403
H -0.2377 0.4114 1.2158
C -0.8339 -0.5533 -1.4993
H -0.6835 -1.2393 -2.3200
H -0.8149 0.5527 -1.6153
H -1.7491 0.9822 0.5147
H 1.6680 1.4342 0.7418
N 2.0536 0.7866 0.1009
H 2.4405 -0.0674 0.5049
F -0.9052 -2.1844 0.3208
C -1.2212 0.0672 0.8716

***

No. 5
The following is a quantum chemistry calculation of a 9-piece molecular cluster, C10H38N16O10 overall at a distorted geometry, from the OMol25 dataset.

Summary:
- Max |F|: 3.5 eV/A
- Electronic energy: -2032.650985 Ha
- HOMO level: -0.339 Eh
- ΔE to the lowest compared entry with this formula, charge and spin: 103.0 kJ/mol
- SMILES: NC(N)=O.NC(N)=O.NC(N)=O.NC(N)=O.NC(N)=O.NC(N)=O.NC(N)=O.NC(N)=O.OCCO
- LUMO energy: 0.198 eV
- HOMO-LUMO gap: 9.4 eV

Geometry (Å):
H 12.8424 9.1494 14.2238
H 16.2046 9.3090 8.5112
O 12.0633 9.6219 16.0598
H 14.5302 15.8554 14.1903
H 14.3638 9.1353 16.7530
H 12.7733 14.8940 12.2113
H 14.1460 3.8729 14.1541
O 13.0976 6.7201 13.3511
N 8.6149 15.7006 14.1824
H 12.8916 4.7921 14.7914
N 7.3757 12.8548 16.4549
O 13.4803 11.5671 12.2278
N 13.6528 8.6896 17.3122
H 14.5229 9.6916 8.5303
N 15.2848 9.1220 8.8488
N 11.4609 7.9810 17.6251
H 8.4490 13.8737 11.5506
H 13.5390 9.1463 12.6871
C 13.8838 5.8048 13.3579
O 9.9789 13.9965 13.5414
H 13.8695 8.3740 18.2356
H 6.0162 10.1862 12.6349
N 14.9845 5.5226 12.4258
H 7.2732 12.7557 15.4355
O 14.0888 16.5827 13.6891
N 13.6974 4.7656 14.2100
N 11.5603 12.0276 9.8712
H 6.5456 12.5535 16.9461
H 9.0199 15.8180 15.0825
H 15.5035 4.7788 12.8532
C 14.3013 16.3729 12.3098
N 9.1024 11.2830 13.0218
O 14.6328 14.0694 12.4135
H 11.7938 7.0717 17.9367
H 13.7879 17.1835 11.7967
H 7.4186 9.3311 12.4075
H 10.4626 8.2040 17.5871
N 12.4407 11.7389 14.2158
C 12.3312 8.8117 16.9418
H 12.2595 12.6836 13.9684
H 7.9342 16.3855 13.8942
O 15.8517 7.3772 10.3004
H 15.3731 16.5223 12.1031
H 7.4104 15.1340 12.1646
H 9.5436 10.6314 12.4097
O 7.0150 12.2158 13.6486
C 7.6820 11.3173 13.1548
N 11.1281 11.8953 7.7032
C 12.9632 10.9859 13.1947
H 10.2199 12.2989 7.9849
H 10.4942 13.4817 16.8990
C 11.9275 11.3651 8.7111
H 13.8294 14.9909 10.7380
H 15.5252 6.2086 11.9088
H 12.2083 11.9702 10.6533
C 13.7894 15.0357 11.8522
H 14.1034 13.2434 12.4760
N 6.9966 10.2497 12.3926
O 8.4557 12.9812 18.4935
H 9.6387 12.0064 13.5468
H 13.4483 7.7044 11.1269
N 8.3361 14.7037 12.1216
O 12.7261 10.4653 8.5768
C 15.0102 8.1461 9.8401
H 11.0642 12.8858 9.6101
N 9.5822 13.3752 16.4812
C 8.4722 13.0316 17.2249
C 9.1000 14.7839 13.2698
N 12.9843 9.6357 13.3426
H 11.9479 11.2580 14.9151
N 13.7334 8.2007 10.2906
H 11.1810 11.4550 6.8169
H 13.0925 8.7430 9.7394
H 9.5546 13.2532 15.4842

***

No. 6
The following is a quantum chemistry calculation of a 3-piece molecular cluster, H2NO4S2 overall at a distorted geometry, from the OMol25 dataset.

Summary:
- Max |F|: 3.4 eV/A
- Electronic energy: -1153.272017 Ha
- Total charge: -1
- HOMO level: -0.137 Eh
- ΔE to the lowest compared entry with this formula, charge and spin: 168.2 kJ/mol
- LUMO energy: 3.278 eV
- HOMO-LUMO gap: 7.0 eV

Geometry (Å):
H 1.5241 1.0504 -1.4585
H 1.7625 2.3682 -1.4725
O 1.6944 1.7675 -2.2014
N -2.8650 -0.8786 0.8934
O 0.9496 -0.2432 1.8930
O -1.7315 -0.3816 0.7107
O 1.1423 -0.3566 -0.4942
S -3.1012 -2.3843 1.4312
S 0.6249 -0.9418 0.6982